(1)
The following is a DFT calculation (ωB97M-V/def2-TZVPD) of 2 unconnected molecules or ions with the total composition C8H15N2S in a non-equilibrium geometry.

Orbital gap (hartree): 0.2867
Calculated total energy (eV): -22345.6151
E_LUMO (eV): -4.2

ORCA input file:
```
! wB97M-V def2-TZVPD RIJCOSX def2/J DEFGRID3
* xyz 1 1
C 1.751 -0.009 0.102
C -2.567 -1.749 0.083
C -3.258 -0.422 0.430
C 4.061 0.634 0.664
C 3.895 -0.001 -0.755
C -1.018 -1.434 -0.222
C -2.385 0.724 -0.017
C -2.955 2.018 -0.037
N 2.535 0.800 0.934
N 2.534 -0.414 -0.823
S -0.791 0.385 -0.448
H -2.549 -2.534 0.913
H -3.101 -2.211 -0.779
H -3.951 -0.296 -0.310
H -3.695 -0.153 1.417
H 4.445 -0.127 1.365
H 4.493 1.667 0.693
H 4.038 0.632 -1.567
H 4.529 -0.874 -0.913
H -0.337 -1.696 0.587
H -0.645 -1.953 -1.154
H -3.776 1.959 -0.786
H -2.290 2.809 -0.531
H -3.488 2.281 0.918
H 2.325 0.969 1.877
H 2.201 -1.007 -1.642
*
```

Atomic partial charges in e from the Mulliken method, atoms 1 to 5: -0.355, -0.673, -0.583, -0.317, -0.615



(2)
The following is a DFT calculation (ωB97M-V/def2-TZVPD) of 2 unconnected molecules or ions with the total composition CBrCl2NO in a non-equilibrium geometry.

Orbital gap (alpha / beta) (hartree): 0.2502 / 0.2501
Calculated total energy (eV): -99656.9744
E_LUMO (alpha / beta) (eV): -3.4 / -3.4

ORCA input file:
```
! wB97M-V def2-TZVPD RIJCOSX def2/J DEFGRID3
* xyz 0 1
C 0.685 -0.298 -0.021
N -0.511 0.171 0.192
O -1.230 0.003 1.143
Cl -1.891 1.582 -1.125
Cl 1.562 0.050 -1.432
Br 1.386 -1.509 1.243
*
```

Atomic partial charges in e from the Mulliken method, atoms 1 to 5: 0.388, 0.231, -0.357, -0.160, -0.095



(3)
The following is a DFT calculation (ωB97M-V/def2-TZVPD) of 2 unconnected molecules or ions with the total composition CH8NO in a non-equilibrium geometry.

Orbital gap (alpha / beta) (hartree): 0.4534 / 0.1518
Calculated total energy (eV): -4679.7331
E_LUMO (alpha / beta) (eV): -10.0 / -18.1
⟨S²⟩: 0.75

ORCA input file:
```
! wB97M-V def2-TZVPD RIJCOSX def2/J DEFGRID3
* xyz 2 2
C -0.993 1.625 -0.052
N -0.440 0.268 -0.291
H -2.028 1.419 -0.179
H -0.915 1.819 1.085
H -0.634 2.537 -0.599
H -1.045 -0.529 -0.171
H 0.400 0.137 0.364
H -0.066 0.326 -1.252
H 1.517 -1.727 1.148
H 1.535 -2.522 -0.192
O 1.283 -1.636 0.268
*
```

Atomic partial charges in e from the Mulliken method, atoms 1 to 5: -0.767, -0.424, 0.360, 0.334, 0.315



(4)
The following is a DFT calculation (ωB97M-V/def2-TZVPD) of a molecular structure, AlH6O3 in a non-equilibrium geometry.

Orbital gap (hartree): 0.2621
Calculated total energy (eV): -12797.4575
E_LUMO (eV): -20.5

ORCA input file:
```
! wB97M-V def2-TZVPD RIJCOSX def2/J DEFGRID3
* xyz 3 1
Al -0.142 -0.059 -1.319
O 0.472 1.719 -0.617
H 1.308 2.016 -0.258
H -0.144 2.420 -0.403
O -0.881 -1.606 -0.159
H -0.715 -2.419 -0.637
H -1.680 -1.779 0.338
O 0.517 -0.065 0.637
H 1.304 0.219 1.103
H -0.039 -0.446 1.316
*
```

Atomic partial charges in e from the Mulliken method, atoms 1 to 5: 1.541, -0.328, 0.435, 0.432, -0.392



(5)
The following is a DFT calculation (ωB97M-V/def2-TZVPD) of a gas-phase ion, C6H12N (charge +1) in a non-equilibrium geometry.

SMILES: C[C@H]1C[C@H]2C[N@+]21C
Orbital gap (hartree): 0.4793
Calculated total energy (eV): -7897.3310
E_LUMO (eV): -2.6

ORCA input file:
```
! wB97M-V def2-TZVPD RIJCOSX def2/J DEFGRID3
* xyz 1 1
C -0.798 -1.428 0.495
C 0.920 -0.567 -1.197
C 0.653 -1.315 0.151
C -0.917 0.076 0.528
C -1.882 0.847 -0.366
C 1.687 1.149 0.539
N 0.687 0.158 0.020
H -1.387 -1.885 -0.238
H -1.143 -1.910 1.525
H 1.914 -0.625 -1.703
H 0.073 -0.453 -1.895
H 1.378 -1.961 0.731
H -0.855 0.641 1.521
H -2.037 0.226 -1.272
H -1.311 1.802 -0.678
H -2.809 1.147 0.061
H 1.466 1.628 1.525
H 2.621 0.706 0.656
H 1.741 1.764 -0.403
*
```

Atomic partial charges in e from the Mulliken method, atoms 1 to 5: -0.620, -0.406, -0.159, 0.154, -1.191



(6)
The following is a DFT calculation (ωB97M-V/def2-TZVPD) of a molecular structure, C4H6O2S in a non-equilibrium geometry.

Orbital gap (hartree): 0.3399
Calculated total energy (eV): -19168.3671
E_LUMO (eV): -0.2

ORCA input file:
```
! wB97M-V def2-TZVPD RIJCOSX def2/J DEFGRID3
* xyz 0 1
C 2.467 0.224 0.257
C 0.362 -0.529 -0.240
C -0.975 -0.654 0.123
C -2.014 0.384 0.021
H 3.017 1.077 1.149
H 2.911 0.364 -1.012
H 2.287 -1.264 0.649
H 1.189 -1.374 -0.495
H -1.441 -1.660 -0.265
H -3.466 1.387 -0.105
O 1.080 0.570 -0.105
O -1.689 1.607 -0.067
S -3.728 -0.132 0.091
*
```

Atomic partial charges in e from the Mulliken method, atoms 1 to 5: -0.561, 0.177, -0.809, 0.849, 0.244



(7)
The following is a DFT calculation (ωB97M-V/def2-TZVPD) of 2 unconnected molecules or ions with the total composition C6H16 in a non-equilibrium geometry.

SMILES: CC(C)C.CC
Orbital gap (hartree): 0.4435
Calculated total energy (eV): -6480.6675
E_LUMO (eV): 1.1

ORCA input file:
```
! wB97M-V def2-TZVPD RIJCOSX def2/J DEFGRID3
* xyz 0 1
C -1.597 -0.716 0.515
C -0.533 -1.817 0.735
C -1.030 0.683 0.936
C -2.006 -0.587 -0.965
H -2.450 -0.947 1.168
H 0.394 -1.534 1.217
H -0.293 -2.170 -0.263
H -0.424 1.124 0.159
H -1.834 1.302 1.324
H -0.378 0.378 1.762
H -2.699 -1.366 -1.288
H -2.460 0.385 -1.135
H -1.141 -0.681 -1.645
H -1.045 -2.678 1.174
C 2.442 1.778 -0.290
C 1.882 0.377 -0.625
H 3.521 1.716 -0.340
H 1.952 2.591 -0.809
H 2.159 1.954 0.766
H 2.180 -0.338 0.134
H 2.480 0.081 -1.501
H 0.880 0.466 -1.028
*
```

Atomic partial charges in e from the Mulliken method, atoms 1 to 5: 0.665, -1.273, -1.317, -1.476, 0.428



(8)
The following is a DFT calculation (ωB97M-V/def2-TZVPD) of 12 unconnected molecules or ions with the total composition C57H148N12O14 in a non-equilibrium geometry.

SMILES: CC1(C)CCCC(C)(C)N1O.COC[C@H](C)N.COC[C@H](C)N.COC[C@H](C)N.COC[C@H](C)N.COC[C@H](C)N.COC[C@H](C)N.COC[C@H](C)N.COC[C@H](C)N.COC[C@H](C)N.COCCNCCOC.COCCNCCOC
Orbital gap (hartree): 0.3261
Calculated total energy (eV): -108042.6727
E_LUMO (eV): 0.4

ORCA input file:
```
! wB97M-V def2-TZVPD RIJCOSX def2/J DEFGRID3
* xyz 0 1
C 2.282 2.919 6.561
C 2.468 2.091 5.277
C 2.700 3.007 4.063
O 1.555 3.755 3.714
C 1.847 4.848 2.841
N 3.636 1.242 5.486
H 1.840 2.277 7.320
H 1.659 3.816 6.517
H 3.228 3.397 6.834
H 1.560 1.531 5.048
H 2.870 2.388 3.169
H 3.601 3.604 4.245
H 2.544 5.574 3.272
H 0.971 5.402 2.516
H 2.370 4.373 2.004
H 4.096 0.963 4.627
H 4.314 1.823 5.968
C 5.743 1.561 0.482
C 6.742 1.450 1.606
C 7.195 2.797 2.210
O 6.060 3.410 2.779
C 6.374 4.659 3.404
N 6.155 0.622 2.695
H 5.681 0.615 -0.057
H 6.129 2.223 -0.297
H 4.782 1.876 0.879
H 7.661 0.965 1.269
H 7.616 3.400 1.397
H 7.942 2.549 2.969
H 5.638 5.054 4.096
H 6.421 5.350 2.552
H 7.399 4.646 3.780
H 6.784 0.554 3.488
H 5.389 1.198 3.034
C 2.336 -5.449 3.505
C 1.221 -6.035 2.647
C 0.052 -6.690 3.393
O 0.150 -8.019 3.834
C 1.068 -8.154 4.905
N 0.717 -5.053 1.650
H 2.947 -6.203 4.000
H 1.971 -4.748 4.266
H 3.023 -4.768 2.991
H 1.743 -6.762 2.013
H -0.760 -6.709 2.659
H -0.287 -5.967 4.148
H 0.850 -7.428 5.694
H 2.098 -8.149 4.549
H 0.889 -9.108 5.405
H 0.078 -4.446 2.156
H 1.559 -4.541 1.412
C -7.051 0.058 2.224
C -5.980 0.045 1.117
C -4.667 0.785 1.355
O -4.836 2.153 1.208
C -3.645 2.909 1.094
N -5.676 -1.393 0.844
H -8.013 -0.405 1.999
H -7.287 1.086 2.502
H -6.691 -0.568 3.042
H -6.426 0.339 0.164
H -4.101 0.391 0.494
H -4.192 0.433 2.279
H -3.166 2.588 0.161
H -2.955 2.734 1.923
H -3.852 3.968 0.979
H -4.978 -1.710 1.515
H -5.179 -1.327 -0.041
C -6.438 3.354 -3.391
C -5.555 2.916 -2.215
C -4.420 1.991 -2.692
O -4.844 1.028 -3.647
C -4.794 -0.298 -3.120
N -4.981 4.091 -1.577
H -6.610 2.508 -4.053
H -5.978 4.232 -3.845
H -7.439 3.669 -3.086
H -6.149 2.437 -1.428
H -3.811 1.607 -1.868
H -3.705 2.579 -3.282
H -5.253 -0.941 -3.873
H -5.317 -0.370 -2.166
H -3.756 -0.639 -3.080
H -5.648 4.834 -1.386
H -4.719 3.871 -0.615
C -1.820 7.320 0.810
C -1.477 6.539 -0.422
C -0.190 5.714 -0.380
O 0.933 6.590 -0.246
C 2.057 6.108 -0.976
N -2.500 5.516 -0.740
H -2.218 6.709 1.626
H -2.544 8.132 0.740
H -0.897 7.714 1.245
H -1.366 7.195 -1.291
H -0.189 5.086 -1.277
H -0.154 4.967 0.418
H 2.645 6.937 -1.363
H 1.656 5.512 -1.800
H 2.724 5.405 -0.467
H -2.159 4.800 -1.369
H -3.440 5.674 -1.071
C -2.533 -5.152 -2.551
C -1.900 -5.048 -1.150
C -2.714 -5.677 -0.003
O -3.886 -4.910 0.246
C -4.860 -5.521 1.056
N -0.625 -5.743 -1.294
H -1.871 -4.795 -3.340
H -3.398 -4.482 -2.509
H -2.818 -6.161 -2.850
H -1.790 -3.981 -0.952
H -2.075 -5.638 0.888
H -3.064 -6.709 -0.118
H -5.695 -4.831 1.191
H -4.622 -5.699 2.113
H -5.214 -6.457 0.619
H -0.068 -5.560 -0.460
H -0.735 -6.743 -1.409
C 9.177 0.133 -2.893
C 8.405 -1.109 -2.500
C 6.977 -1.106 -3.003
O 6.362 0.142 -2.808
C 4.946 0.075 -2.972
N 9.206 -2.332 -2.795
H 8.769 0.944 -2.274
H 9.091 0.478 -3.922
H 10.185 0.207 -2.479
H 8.367 -1.071 -1.402
H 6.399 -1.892 -2.504
H 7.067 -1.331 -4.075
H 4.653 1.063 -3.316
H 4.605 -0.253 -1.985
H 4.638 -0.705 -3.673
H 8.768 -3.055 -2.217
H 10.035 -2.241 -2.210
C 3.692 -3.934 -1.694
C 2.955 -5.111 -2.318
C 2.794 -6.241 -1.362
O 3.937 -6.704 -0.677
C 5.017 -7.082 -1.543
N 1.633 -4.653 -2.819
H 4.571 -4.321 -1.173
H 3.175 -3.433 -0.874
H 3.878 -3.313 -2.570
H 3.447 -5.284 -3.279
H 2.292 -7.097 -1.842
H 2.127 -5.960 -0.540
H 4.784 -8.091 -1.888
H 5.882 -7.052 -0.880
H 5.265 -6.396 -2.353
H 0.824 -5.111 -2.375
H 1.482 -3.698 -2.507
C -5.175 -4.780 7.280
O -5.115 -3.692 6.354
C -5.540 -4.028 5.079
C -5.505 -2.811 4.096
N -4.122 -2.372 3.929
C -3.314 -3.207 3.080
C -1.960 -2.588 2.841
O -1.327 -2.540 4.128
C -0.043 -1.946 4.149
H -4.286 -5.403 7.223
H -6.140 -5.289 7.217
H -5.263 -4.220 8.214
H -6.635 -4.122 5.181
H -5.061 -4.887 4.600
H -5.945 -1.942 4.587
H -5.921 -3.028 3.114
H -3.674 -2.242 4.827
H -3.814 -3.431 2.138
H -3.058 -4.175 3.544
H -2.148 -1.602 2.397
H -1.378 -3.106 2.074
H 0.780 -2.491 3.679
H 0.150 -1.935 5.225
H -0.043 -0.906 3.813
C 1.272 4.451 -4.576
O 0.051 4.309 -5.267
C -1.095 4.461 -4.383
C -2.346 4.408 -5.196
N -2.234 5.442 -6.274
C -3.203 5.212 -7.326
C -3.803 6.479 -7.988
O -5.009 6.211 -8.653
C -6.102 5.950 -7.795
H 2.146 4.102 -5.124
H 1.185 4.036 -3.568
H 1.433 5.537 -4.528
H -0.936 5.424 -3.892
H -1.021 3.607 -3.703
H -3.209 4.781 -4.644
H -2.490 3.441 -5.685
H -1.259 5.455 -6.540
H -3.988 4.542 -6.963
H -2.789 4.488 -8.045
H -3.123 6.930 -8.716
H -3.853 7.303 -7.265
H -6.108 6.643 -6.950
H -6.202 4.915 -7.462
H -6.969 6.184 -8.417
C 0.237 2.149 0.694
C 1.258 1.391 -0.161
C 2.040 0.431 0.696
C 1.429 -0.950 0.867
C 1.007 -1.574 -0.449
C 0.056 -0.629 -1.276
N 0.643 0.707 -1.299
O 0.128 1.586 -2.287
C 0.040 -1.316 -2.671
C -1.354 -0.674 -0.718
C 2.266 2.392 -0.750
H 0.597 2.997 1.286
H -0.532 1.583 1.216
H -0.300 2.802 -0.010
H 3.057 0.343 0.306
H 2.151 0.733 1.741
H 0.562 -0.813 1.526
H 2.040 -1.624 1.473
H 0.473 -2.513 -0.284
H 1.926 -1.765 -1.003
H -0.360 -0.589 -3.388
H 1.027 -1.492 -3.106
H -0.571 -2.215 -2.704
H -1.352 -0.243 0.288
H -1.983 0.026 -1.278
H -1.915 -1.608 -0.663
H 1.875 3.408 -0.828
H 2.663 2.106 -1.720
H 3.022 2.527 0.025
H 0.672 1.311 -3.034
*
```

Atomic partial charges in e from the Mulliken method, atoms 1 to 5: -1.420, 0.302, 0.979, -0.440, -0.550